No. 1
2 unconnected molecules or ions with the total composition C10H11FO7. Source: the OMol25 dataset; level of theory: wB97M-V/def2-TZVPD.

**HOMO level**: 1.387 eV
**Total energy**: -1014.138262 Ha
**HOMO-LUMO gap**: 3.375 eV
**Total charge**: -2
**LUMO**: 4.76 eV

CARTESIAN COORDINATES (ANGSTROEM)
C  -2.62632  0.62910  -1.31031
C  -1.83043  -0.49564  -0.66351
O  -0.52789  -0.37075  -1.13263
C  0.39856  -1.32086  -0.69690
C  0.72681  -1.11517  0.73088
C  0.77182  0.00675  1.49633
C  0.73639  1.45592  1.10368
C  1.64236  2.28849  2.00024
F  1.23455  1.56993  -0.17470
C  0.65134  -0.42020  2.89159
O  0.25774  0.16567  3.86323
O  0.85224  -1.80038  2.94970
C  1.17698  -2.19148  1.65345
O  1.88651  -3.12028  1.45024
H  -2.23159  0.76922  -2.32403
H  -2.50968  1.57141  -0.76598
H  -3.68913  0.37304  -1.37049
H  -1.90188  -0.43578  0.44124
H  -2.27002  -1.46278  -0.96151
H  -0.03514  -2.33124  -0.78974
H  1.24791  -1.24860  -1.43620
H  -0.28187  1.86256  1.12286
H  1.31800  2.23056  3.03920
H  2.65709  1.88668  1.92903
H  1.65333  3.32144  1.65013
C  0.16381  -0.45114  -3.68645
O  1.32410  -0.58106  -3.08918
O  -0.59721  -1.49088  -3.80517
O  -0.19838  0.70549  -4.11499

Force components x, y, z for each atom (eV/Å):
0.1 0.0 -0.2
-0.5 -0.1 -0.1
0.3 0.5 0.5
-0.7 -0.4 0.6
0.5 0.2 -0.4
-0.4 0.2 0.3
0.2 -0.1 0.1
0.1 -0.1 0.1
-0.1 0.1 -0.1
-0.6 -0.4 -0.5
0.3 0.3 0.3
0.3 0.0 0.2
0.1 0.8 0.0
-0.2 -0.9 -0.1
0.0 -0.1 0.0
0.0 0.0 0.0
0.0 0.1 0.1
0.1 0.0 0.0
0.2 0.0 -0.1
0.2 0.0 -0.2
-0.1 0.2 -0.5
0.0 -0.1 -0.2
0.0 0.1 0.0
0.0 0.1 0.0
-0.1 0.0 0.1
-0.6 -0.2 -0.1
0.5 0.0 0.1
0.2 0.2 0.1
0.1 -0.2 0.0

---

No. 2
A gas-phase ion, C10H17N2 (charge +1) at a distorted geometry. Source: the OMol25 dataset; level of theory: wB97M-V/def2-TZVPD.

**HOMO level (alpha / beta)**: -8.674 / -12.704 eV
**Total energy**: -500.228444 Ha
**Energy above the lowest of the compared OMol25 structures with the same formula, charge and spin**: 46.4 kcal/mol
**Multiplicity**: 3
**HOMO-LUMO gap (alpha / beta)**: 5.891 / 8.109 eV
**Total charge**: +1
**LUMO (alpha / beta)**: -2.78 / -4.60 eV

CARTESIAN COORDINATES (ANGSTROEM)
C  -1.04031  -1.27551  1.18540
C  -1.00803  0.02697  1.42695
C  -0.00654  -0.79994  -0.28078
C  -0.23310  0.47141  0.21784
C  1.77364  -0.18776  -1.60713
C  1.08266  1.18799  -1.56861
C  -1.55847  -2.52132  1.62012
C  -1.80488  0.88541  2.36428
C  1.33371  -2.52095  -1.41433
C  0.11167  2.95292  -0.20659
N  0.83261  -1.13758  -1.26080
N  0.62912  1.57120  -0.22392
H  2.34728  -0.47556  -2.56479
H  2.51229  -0.23283  -0.80824
H  1.80971  2.00027  -1.99557
H  0.12839  1.29511  -2.24463
H  -1.82221  -3.20798  0.74731
H  -2.41909  -2.66616  2.33474
H  -0.86699  -3.15394  2.12342
H  -2.61044  1.20240  1.76979
H  -1.09074  1.68834  2.78935
H  -2.27242  0.41309  3.26628
H  1.99058  -2.64042  -0.51912
H  0.66475  -3.30066  -1.25966
H  1.90791  -2.83471  -2.28428
H  -0.91987  2.91446  0.02900
H  0.74073  3.44994  0.57218
H  0.29704  3.44138  -1.19666
H  1.48597  1.53503  0.39236

Force components x, y, z for each atom (eV/Å):
3.6 -1.1 -4.6
0.6 4.9 -0.4
-2.7 -3.8 2.4
-2.1 0.9 3.0
1.3 1.4 -0.9
0.6 1.7 -3.9
-2.3 -3.3 -0.3
2.0 0.0 1.9
1.7 0.7 2.2
1.6 1.2 0.2
-1.0 -3.8 -1.9
1.4 -0.9 1.2
-1.3 0.9 1.2
0.9 0.6 0.2
-1.2 -1.4 1.1
1.8 -0.7 1.2
0.2 1.2 0.8
0.4 1.3 -0.8
1.4 -0.2 0.5
-1.1 1.4 -0.5
-1.6 -0.8 -0.8
0.7 -0.1 -0.9
0.2 -0.2 -0.6
-2.1 -0.8 0.1
-0.1 1.1 -0.4
-0.9 0.2 0.3
-1.0 0.1 -0.6
-0.3 -0.5 1.0
-0.7 0.1 -0.6

---

No. 3
A molecular structure, C41H38BrMnN2O10S2. Source: the OMol25 dataset; level of theory: wB97M-V/def2-TZVPD.

**HOMO level (alpha / beta)**: -4.995 / -5.207 eV
**Total energy**: -6968.587226 Ha
**Energy above the lowest of the compared OMol25 structures with the same formula, charge and spin**: 17.7 kcal/mol
**Multiplicity**: 6
**HOMO-LUMO gap (alpha / beta)**: 6.581 / 6.792 eV
**Total charge**: -1
**LUMO (alpha / beta)**: 1.59 / 1.59 eV

CARTESIAN COORDINATES (ANGSTROEM)
Mn  1.53466  0.10164  0.38375
C  6.08254  0.22452  -0.14854
C  4.62388  0.60922  -0.30423
O  3.80059  -0.09705  0.28001
C  4.28269  1.77862  -1.10680
C  5.30029  2.67352  -1.48623
C  5.04498  3.82967  -2.18077
C  3.71146  4.12341  -2.51508
C  2.69348  3.27430  -2.18238
C  2.92594  2.04500  -1.48814
O  1.95800  1.23834  -1.29406
H  6.12213  -0.73184  0.36611
H  6.61423  0.97200  0.44156
H  6.58126  0.14757  -1.11368
H  6.32336  2.45061  -1.21391
H  5.84693  4.50208  -2.45170
H  3.48402  5.04263  -3.04389
H  1.66438  3.49533  -2.43598
O  -0.50534  1.06343  0.96748
C  0.11779  2.03290  1.47137
O  1.36392  2.12372  1.54018
C  -0.69961  3.17139  2.04815
C  -0.06185  4.23674  2.67305
C  -0.78985  5.28377  3.22143
C  -2.17356  5.28186  3.14709
C  -2.78390  4.21223  2.51030
C  -2.08694  3.15438  1.95903
N  -4.25974  4.21325  2.42312
O  -4.85805  5.12000  2.96566
O  -4.79609  3.29480  1.84282
H  1.01923  4.22178  2.71018
H  -0.28228  6.10767  3.70567
H  -2.77167  6.07796  3.56110
H  -2.58475  2.33207  1.47135
O  0.74344  -0.59137  -3.89773
S  1.76064  0.42121  -4.29672
C  2.43527  -0.20466  -5.88215
C  1.66284  0.43012  -7.04805
C  0.38265  1.03207  -6.46508
C  0.83143  1.70115  -5.17533
H  2.27940  -1.27849  -5.79366
H  3.50573  -0.00635  -5.91939
H  1.45792  -0.29541  -7.83621
H  2.26462  1.22860  -7.48913
H  -0.32641  0.24176  -6.21275
H  -0.10759  1.72493  -7.15043
H  0.03113  2.01081  -4.50634
H  1.50652  2.54167  -5.35264
C  1.83890  -2.06401  5.62445
C  2.17893  -0.68020  5.06804
C  2.00759  -0.64381  3.62190
N  1.87193  -0.61429  2.48703
H  1.93808  -2.06014  6.70941
H  2.50618  -2.81720  5.21065
H  0.82546  -2.34526  5.34887
H  3.20844  -0.39341  5.29034
H  1.52796  0.08954  5.48774
Br  -5.11864  -1.71365  -3.39798
C  -3.34035  -1.95119  -2.74785
C  -2.61915  -3.06175  -3.14528
C  -1.33839  -3.23490  -2.64528
C  -0.78208  -2.31685  -1.76551
C  -1.52416  -1.20073  -1.39750
C  -2.80923  -1.00996  -1.88282
C  0.61106  -2.57767  -1.19990
O  1.19262  -3.60191  -1.54142
O  1.03620  -1.70486  -0.37183
H  -3.05573  -3.78185  -3.82437
H  -0.74343  -4.09563  -2.91875
H  -1.09991  -0.47152  -0.71994
H  -3.38924  -0.14349  -1.59406
O  -0.17290  -2.90789  3.28924
S  -0.94096  -2.20479  2.21579
C  -2.35280  -1.45968  3.02438
C  -2.66169  -1.83505  4.32019
C  -3.71394  -1.20890  4.97110
C  -4.43695  -0.21327  4.33018
C  -4.10358  0.17076  3.03746
C  -3.04571  -0.44291  2.38436
C  -1.76842  -3.49194  1.27156
C  -3.01477  -3.34168  0.68240
C  -3.50613  -4.34997  -0.12873
C  -2.75238  -5.49343  -0.35691
C  -1.50288  -5.62640  0.22348
C  -1.00150  -4.62320  1.03992
H  -2.07465  -2.61304  4.79059
H  -3.97020  -1.49886  5.98221
H  -5.25474  0.27756  4.84134
H  -4.65062  0.96331  2.54566
H  -2.73731  -0.11675  1.39850
H  -3.60633  -2.45141  0.84346
H  -4.47353  -4.23045  -0.59798
H  -3.13363  -6.26868  -1.00822
H  -0.89842  -6.50064  0.02391
H  -0.01875  -4.70154  1.48173

Force components x, y, z for each atom (eV/Å):
0.2 -0.2 -0.4
0.0 0.0 0.0
-0.1 0.0 0.0
0.0 0.2 0.0
0.0 0.0 0.1
0.0 0.0 -0.1
0.0 0.0 0.0
0.0 0.1 0.0
0.0 -0.1 0.0
0.0 -0.1 -0.1
-0.1 0.2 0.1
0.0 0.0 0.0
0.0 0.0 0.0
0.0 0.0 0.0
0.0 0.0 0.0
0.0 0.0 0.0
0.0 0.0 0.0
0.0 0.0 0.0
0.2 -0.1 -0.1
0.0 0.2 0.1
-0.1 -0.1 0.0
-0.1 0.0 0.0
0.0 0.0 0.0
-0.1 0.0 0.0
0.2 -0.1 -0.1
-0.3 0.1 0.0
0.3 0.1 0.1
0.3 -0.1 0.2
-0.1 0.2 0.0
-0.1 -0.1 -0.2
0.0 0.0 0.0
0.0 0.0 0.0
0.0 0.0 0.0
0.0 0.0 0.0
0.0 0.1 -0.1
0.0 -0.3 0.3
0.0 0.1 -0.1
0.0 0.0 0.0
0.0 0.0 0.0
0.0 0.1 0.0
0.0 0.0 0.0
0.0 0.0 0.0
0.0 0.0 0.0
0.0 0.0 0.0
0.0 0.0 0.0
0.0 0.0 0.0
0.0 0.0 0.0
0.0 0.0 0.0
0.0 0.0 0.1
-0.1 -0.1 0.0
0.0 0.0 -0.2
0.1 0.1 0.2
0.0 0.0 0.0
0.0 0.0 0.0
0.0 0.0 0.0
0.0 0.0 0.0
0.0 0.0 0.0
0.0 0.0 0.0
0.0 0.1 0.0
0.0 0.0 0.0
0.1 0.0 0.1
0.0 0.0 0.0
0.0 0.0 0.0
0.0 0.0 -0.1
-0.1 0.1 -0.1
0.0 -0.1 0.0
0.0 0.0 0.1
0.0 0.0 0.0
0.0 0.0 0.0
0.0 0.0 0.0
0.0 0.0 0.0
-0.1 -0.1 0.0
0.2 0.2 0.0
0.0 0.0 0.0
-0.1 -0.1 0.0
0.0 0.0 0.1
0.0 0.0 -0.1
0.0 0.0 0.0
0.0 0.0 0.0
0.1 0.0 0.1
-0.1 0.0 0.0
0.0 0.0 0.0
0.0 0.0 0.0
0.1 0.0 0.0
0.0 0.0 0.0
0.0 0.0 0.0
0.0 0.0 0.0
0.0 0.0 0.0
0.0 0.0 0.0
0.0 0.0 0.0
0.0 0.0 0.0
0.0 0.0 0.0
0.0 0.0 0.0
0.0 0.0 0.0
0.0 0.0 0.0

---

No. 4
C10H10N4 in the gas phase at a distorted geometry. Source: the OMol25 dataset; level of theory: wB97M-V/def2-TZVPD.

**HOMO level (alpha / beta)**: -5.303 / -8.709 eV
**Total energy**: -605.738629 Ha
**Multiplicity**: 3
**HOMO-LUMO gap (alpha / beta)**: 5.881 / 6.528 eV
**LUMO (alpha / beta)**: 0.58 / -2.18 eV

CARTESIAN COORDINATES (ANGSTROEM)
C  -0.31351  -1.42180  -0.59719
C  2.92182  -0.42307  -0.70306
C  1.53364  -0.02705  -1.02412
C  3.60412  0.03884  0.35624
C  2.04826  1.59880  0.91556
C  1.13268  1.14063  -0.04529
C  -3.47529  2.14947  -0.57055
C  -0.13273  1.50362  -0.10353
C  -1.65855  -2.47685  1.09117
C  -1.47347  -1.56619  -0.08725
N  0.74486  -1.21281  -1.15088
N  3.19140  1.02911  1.15352
N  -2.42685  1.46721  -0.69951
N  -1.29681  1.61972  -0.29207
H  3.32137  -1.24307  -1.20167
H  1.53434  0.54043  -1.92260
H  4.61129  -0.26866  0.41644
H  1.79762  2.39167  1.63933
H  -4.29543  1.68127  -1.10876
H  -3.78809  3.04132  0.10465
H  -0.74662  -2.72677  1.64484
H  -1.99434  -3.39018  0.66493
H  -2.33402  -2.08224  1.80102
H  -2.50569  -1.36340  -0.28123

Force components x, y, z for each atom (eV/Å):
0.0 1.4 -1.1
-1.4 0.1 -0.3
1.0 1.4 2.3
0.2 2.0 0.6
-3.9 1.1 -0.8
3.7 -1.7 1.6
-4.2 2.3 1.1
-4.1 1.1 -0.7
2.1 -0.5 0.5
-1.4 -1.4 2.3
-0.1 -0.4 -0.8
3.9 -2.0 0.4
-0.3 -1.7 -1.5
3.6 0.5 1.2
0.5 -1.2 -1.2
-0.2 0.0 -1.6
1.0 -0.5 0.8
-0.3 -0.2 -0.7
-0.2 0.4 0.1
1.3 -1.5 -1.0
0.0 0.2 -0.2
-0.7 -1.0 0.1
-1.0 0.3 0.6
0.2 1.1 -1.8